# 1
DFT (wB97M-V/def2-TZVPD) results for the molecule C22H25FN2O4.

```
! wB97M-V def2-TZVPD RIJCOSX def2/J DEFGRID3
* xyz 0 1
C -6.466 -0.851 0.565
O -5.477 -1.648 -0.041
C -4.191 -1.088 -0.049
C -3.998 0.013 -1.111
N -2.674 0.581 -1.014
C -1.653 0.173 -1.792
O -1.784 -0.551 -2.754
C -0.255 0.663 -1.364
C -0.258 1.840 -0.446
C -0.078 3.140 -0.892
C -0.096 4.195 0.006
C -0.304 3.962 1.356
C -0.494 2.670 1.810
C -0.467 1.607 0.915
C -0.697 0.223 1.420
O -1.264 0.012 2.481
N -0.266 -0.775 0.610
C -0.413 -2.147 1.038
C 0.921 -2.792 1.414
O 1.651 -3.062 0.239
C 2.942 -3.550 0.490
C 0.419 -0.524 -0.640
C 1.902 -0.265 -0.476
C 2.743 -0.534 -1.550
C 4.102 -0.304 -1.464
C 4.615 0.202 -0.283
F 5.943 0.424 -0.184
C 3.805 0.481 0.801
C 2.445 0.246 0.695
H -6.160 -0.539 1.571
H -6.702 0.039 -0.028
H -7.356 -1.474 0.635
H -3.512 -1.915 -0.273
H -3.937 -0.684 0.945
H -4.107 -0.416 -2.108
H -4.733 0.810 -0.974
H -2.476 1.126 -0.188
H 0.300 0.877 -2.281
H 0.081 3.324 -1.944
H 0.053 5.203 -0.350
H -0.319 4.786 2.052
H -0.666 2.460 2.855
H -1.071 -2.139 1.909
H -0.868 -2.729 0.231
H 0.730 -3.728 1.963
H 1.492 -2.120 2.072
H 3.401 -3.726 -0.480
H 2.909 -4.488 1.057
H 3.539 -2.819 1.049
H 0.300 -1.420 -1.259
H 2.327 -0.939 -2.460
H 4.763 -0.515 -2.289
H 4.236 0.873 1.708
H 1.813 0.458 1.544
*
```

## Properties
HOMO-LUMO gap in eV: 9.46
Structure (SMILES): COCCNC(=O)[C@H]1c2ccccc2C(=O)N(CCOC)[C@@H]1c1ccc(F)cc1
LUMO level in eV: 0.4

=====

# 2
DFT (wB97M-V/def2-TZVPD) results for a structure of composition C22H25IrN4O2S.

```
! wB97M-V def2-TZVPD RIJCOSX def2/J DEFGRID3
* xyz 1 2
Ir -0.293 0.139 -0.232
C -1.520 2.325 -2.009
N -0.229 1.911 -1.413
C 0.278 3.042 -0.573
C -0.593 3.360 0.629
C -0.430 2.380 1.771
N -0.941 1.042 1.458
C -1.642 0.434 2.347
C -1.952 -0.969 2.361
C -2.914 -1.433 3.274
C -3.119 -2.775 3.461
C -2.320 -3.713 2.771
C -1.348 -3.303 1.906
C -1.149 -1.922 1.652
O -0.234 -1.587 0.801
C 0.760 1.741 -2.527
C 0.379 0.749 -3.621
C 0.003 -0.659 -3.132
N 0.559 -0.853 -1.800
C 1.626 -1.550 -1.650
C 2.482 -1.533 -0.494
C 3.476 -2.520 -0.389
C 4.415 -2.481 0.612
C 4.395 -1.411 1.510
C 3.447 -0.415 1.412
C 2.461 -0.459 0.420
O 1.589 0.546 0.358
H -1.388 3.279 -2.527
H -1.861 1.578 -2.717
H -2.281 2.428 -1.248
H 1.279 2.767 -0.243
H 0.357 3.918 -1.222
H -0.296 4.344 0.996
H -1.645 3.450 0.356
H 0.635 2.241 1.976
H -0.908 2.752 2.678
H -1.974 1.008 3.211
H -3.498 -0.712 3.833
H -3.877 -3.117 4.151
H -2.484 -4.770 2.933
H -0.724 -4.003 1.366
H 0.901 2.722 -2.990
H 1.701 1.459 -2.056
H -0.422 1.145 -4.245
H 1.258 0.683 -4.265
H -1.077 -0.782 -3.073
H 0.399 -1.414 -3.813
H 1.958 -2.148 -2.499
H 3.492 -3.321 -1.120
H 5.168 -3.252 0.691
H 5.138 -1.357 2.295
H 3.439 0.419 2.102
S -2.423 -0.758 -0.695
C -3.603 0.327 -1.211
N -4.447 1.029 -1.567
*
```

## Properties
HOMO-LUMO gap (alpha / beta) in eV: 7.92 / 4.89
<S²>: 0.771
LUMO level (alpha / beta) in eV: -3.1 / -6.0

=====

# 3
DFT (wB97M-V/def2-TZVPD) results for a structure of composition C22H25N2O2ReS4.

```
! wB97M-V def2-TZVPD RIJCOSX def2/J DEFGRID3
* xyz 3 2
Re 0.847 -0.102 -0.710
C 4.058 0.300 -1.913
C 4.162 -0.844 -0.915
S 2.810 -1.005 0.303
C 3.231 0.175 1.615
C 3.217 1.613 1.140
S 1.583 1.971 0.419
C 1.899 3.118 -0.956
C 2.277 2.504 -2.320
S 2.331 0.692 -2.406
H 4.588 0.035 -2.828
H 4.503 1.219 -1.538
H 5.093 -0.781 -0.348
H 4.176 -1.812 -1.417
H 4.203 -0.109 2.021
H 2.490 -0.008 2.397
H 3.990 1.810 0.401
H 3.368 2.295 1.977
H 2.654 3.819 -0.599
H 0.968 3.676 -1.047
H 3.242 2.862 -2.676
H 1.540 2.789 -3.070
C -4.745 3.422 3.849
C -4.001 2.671 2.796
C -2.714 3.064 2.402
C -2.039 2.397 1.405
C -2.661 1.309 0.782
C -3.957 0.903 1.143
C -4.604 1.580 2.151
S -1.925 0.458 -0.491
O -2.852 -0.148 -1.370
O -0.769 1.244 -1.076
N -0.808 -0.766 0.018
C -1.157 -2.123 -0.043
C -2.208 -2.773 0.554
C -2.378 -4.154 0.325
C -1.544 -4.839 -0.520
C -0.483 -4.172 -1.184
C 0.342 -4.752 -2.165
C 1.271 -3.965 -2.820
C 1.400 -2.626 -2.482
N 0.657 -2.036 -1.533
C -0.294 -2.810 -0.909
H -4.082 4.043 4.446
H -5.283 2.740 4.506
H -5.481 4.072 3.370
H -2.252 3.917 2.881
H -1.061 2.732 1.092
H -4.452 0.094 0.622
H -5.603 1.279 2.437
H -2.885 -2.241 1.210
H -3.192 -4.671 0.814
H -1.703 -5.892 -0.712
H 0.227 -5.798 -2.422
H 1.893 -4.373 -3.604
H 2.113 -1.998 -3.001
*
```

## Properties
HOMO-LUMO gap (alpha / beta) in eV: 5.98 / 6.20
<S²>: 0.783
LUMO level (alpha / beta) in eV: -11.4 / -11.2

=====

# 4
DFT (wB97M-V/def2-TZVPD) results for the molecule C22H25N3O2.

```
! wB97M-V def2-TZVPD RIJCOSX def2/J DEFGRID3
* xyz 0 1
C -1.398 2.726 2.875
C -1.296 1.704 2.046
C -0.249 0.638 2.146
N -0.729 -0.634 1.658
C -0.451 -1.794 2.282
O 0.123 -1.863 3.349
C -0.959 -3.034 1.550
C -0.705 -3.016 0.032
C -0.777 -4.462 -0.469
O 0.082 -5.275 -0.196
N -1.863 -4.812 -1.191
C -2.892 -3.930 -1.690
C -2.907 -2.649 -0.852
N -1.581 -2.090 -0.681
C -0.980 -1.607 -1.930
C -0.104 -0.419 -1.630
C -0.688 0.828 -1.433
C 0.078 1.922 -1.088
C 1.457 1.799 -0.928
C 2.267 2.957 -0.522
C 3.497 3.213 -1.121
C 4.253 4.303 -0.735
C 3.796 5.149 0.262
C 2.576 4.900 0.868
C 1.814 3.815 0.479
C 2.043 0.555 -1.146
C 1.272 -0.539 -1.492
H -2.148 3.489 2.752
H -0.731 2.841 3.713
H -1.975 1.603 1.209
H 0.066 0.488 3.182
H 0.633 0.946 1.563
H -1.148 -0.673 0.736
H -2.023 -3.145 1.766
H -0.439 -3.893 1.976
H 0.328 -2.684 -0.113
H -1.872 -5.769 -1.517
H -2.701 -3.688 -2.746
H -3.861 -4.434 -1.629
H -3.309 -2.869 0.139
H -3.552 -1.903 -1.321
H -0.401 -2.391 -2.437
H -1.787 -1.292 -2.596
H -1.757 0.937 -1.554
H -0.389 2.886 -0.950
H 3.850 2.564 -1.910
H 5.203 4.495 -1.213
H 4.389 5.999 0.566
H 2.217 5.553 1.650
H 0.870 3.615 0.967
H 3.109 0.439 -1.020
H 1.749 -1.495 -1.659
*
```

## Properties
HOMO-LUMO gap in eV: 9.20
Structure (SMILES): C=CCNC(=O)C[C@H]1C(=O)NCCN1Cc1ccc(-c2ccccc2)cc1
LUMO level in eV: 0.5

=====

# 5
DFT (wB97M-V/def2-TZVPD) results for a structure of composition C22H25N3O3S at a distorted geometry.

```
! wB97M-V def2-TZVPD RIJCOSX def2/J DEFGRID3
* xyz 0 1
C -8.514 -1.177 -0.723
C -7.028 -0.657 -0.729
N -6.440 0.025 -1.769
O -5.305 0.274 -1.378
C -5.142 -0.230 -0.220
C -6.360 -0.760 0.439
H -6.592 -1.204 1.524
C -3.922 0.274 0.444
C -3.030 1.103 -0.165
C -1.729 1.328 0.516
C -1.483 1.064 1.790
C -2.466 0.138 2.300
C -3.550 -0.447 1.708
H -4.247 -0.823 2.371
H -2.131 -0.379 3.246
C -0.195 1.112 2.575
H -0.237 1.073 3.576
H 0.290 1.998 2.145
H 0.669 0.424 2.210
S -0.737 2.439 -0.404
O 0.297 3.022 0.122
O -1.660 3.301 -1.194
N -0.055 1.362 -1.505
C 0.622 0.216 -0.894
C 0.377 -0.969 -1.683
C 1.213 -2.166 -0.953
C 2.191 -2.135 -0.077
C 2.537 -0.487 0.268
C 1.670 0.368 -0.094
H 2.004 1.382 0.144
C 3.712 -0.256 1.121
N 4.899 -0.156 0.313
C 5.451 -1.188 -0.352
H 4.630 -1.730 -1.092
C 6.552 -0.677 -1.153
H 6.651 -0.784 -2.141
H 7.564 -0.844 -0.858
C 6.322 0.926 -0.843
H 7.065 1.445 -0.490
H 6.207 1.486 -2.004
C 5.038 0.950 -0.271
H 4.015 1.074 -0.948
H 4.756 1.898 0.186
H 5.685 -2.193 0.298
H 3.778 -1.152 1.767
H 3.672 0.460 1.766
H 2.836 -2.886 0.361
H 1.021 -3.348 -1.194
H -0.415 -1.233 -2.222
H -0.849 1.077 -2.229
H -3.181 1.567 -1.075
H -8.939 -0.956 -1.853
H -9.009 -0.624 -0.170
H -8.503 -2.330 -0.503
*
```

## Properties
HOMO-LUMO gap in eV: 7.63
LUMO level in eV: -0.1

=====

The records above yield relative energy (zero: lowest compared OMol25 entry of this formula, charge and spin) values of 0.0000 0.3690 0.0000 1.4152 18.5366 eV, respectively.